1.
A cluster of 2 separate species, CH4ClN2O in total at a distorted geometry, computed with wB97M-V/def2-TZVPD.

XYZ file:
```
9
Properties=species:S:1:pos:R:3:forces:R:3
Cl -3.3280 0.5115 -1.0641 -1.360 -0.220 -1.461
O 0.0103 -0.3558 -1.1734 3.234 1.992 1.834
N 0.9315 0.1605 -0.6481 -6.814 0.030 -4.874
N -2.5377 0.6335 0.2994 1.243 -0.200 3.028
C 1.8507 -0.2999 0.1660 2.297 -0.307 4.410
H 1.5358 0.1944 1.2263 0.657 -1.170 -1.940
H 1.8495 -1.3719 0.1120 0.168 -0.717 0.584
H -3.1199 0.3779 1.1537 0.269 0.347 -1.595
H 2.8078 0.1499 -0.0718 0.306 0.246 0.014
```
Forces are in eV/Å.

## Properties
* gap between HOMO and LUMO (alpha / beta): 5.189 / 4.539 eV
* energy: -684.90591 Eh
* highest occupied orbital energy (alpha / beta): -13.36 / -13.12 eV
* 2S+1: 1
* largest force on an atom: 8.4 eV/Å
* net charge: +1

Charges in e, computed with Löwdin, in the same order as the atoms: 0.60 0.31 0.09 -0.56 0.02 0.24 0.13 0.02 0.15

---

2.
The ion CH4ClN2OS with charge +1 at a distorted geometry, computed with wB97M-V/def2-TZVPD.

XYZ file:
```
10
Properties=species:S:1:pos:R:3:forces:R:3
Cl -2.5481 -0.8156 0.8074 0.793 0.681 -1.240
S -1.6472 0.5486 -0.6465 -0.830 -1.298 1.403
O -1.6047 1.8047 0.0453 0.420 -0.123 -0.501
N 1.1066 1.0125 0.4052 -2.306 -3.405 -1.381
N 0.6616 -1.3486 -0.6293 0.489 1.780 1.101
C 0.0447 -0.2953 -0.2850 3.229 5.410 3.050
H 0.5108 1.8003 0.6763 -0.297 -0.409 -0.225
H 0.2420 -1.9509 -1.2518 -1.097 -2.153 -1.575
H 1.5946 0.7219 1.2735 -0.526 -0.429 -0.665
H 1.6396 -1.4775 -0.3951 0.125 -0.054 0.033
```
Forces are in eV/Å.

## Properties
* gap between HOMO and LUMO: 9.319 eV
* energy: -1083.25069 Eh
* highest occupied orbital energy: -15.56 eV
* 2S+1: 1
* largest force on an atom: 7.0 eV/Å
* net charge: +1

Charges in e, computed with Löwdin, in the same order as the atoms: 0.27 0.75 -0.47 0.12 0.22 -0.28 0.03 0.12 0.08 0.17

---

3.
A cluster of 2 separate species, CH4ClN3S in total at a distorted geometry, computed with wB97M-V/def2-TZVPD.

XYZ file:
```
10
Properties=species:S:1:pos:R:3:forces:R:3
Cl -1.8596 1.8061 -1.2532 0.539 -0.042 -0.198
S -0.9599 -1.8325 -1.2330 -0.338 -0.502 0.653
N 1.0822 0.3288 0.7305 1.606 -1.155 1.361
N -0.4155 -2.5715 0.0111 2.297 0.901 -1.466
N 0.0168 0.5650 0.0088 -0.059 2.352 -1.684
C -0.2164 1.6990 -0.5960 -0.900 -0.745 2.040
H 1.8224 0.9110 1.0719 -0.269 1.517 -0.610
H 0.1512 2.7451 -0.4077 0.321 -1.424 -0.257
H 1.3562 -0.6060 1.0096 -1.292 -0.300 -0.663
H -0.9774 -3.0450 0.6579 -1.905 -0.602 0.824
```
Forces are in eV/Å.

## Properties
* gap between HOMO and LUMO (alpha / beta): 7.368 / 7.391 eV
* energy: -1063.00665 Eh
* highest occupied orbital energy (alpha / beta): -8.13 / -8.10 eV
* 2S+1: 1
* largest force on an atom: 2.9 eV/Å
* net charge: 0

Charges in e, computed with Löwdin, in the same order as the atoms: 0.50 0.61 0.00 -0.52 -0.20 -0.59 0.10 0.08 0.08 -0.06

---

4.
A cluster of 2 separate species, CH4ClNO in total at a distorted geometry, computed with wB97M-V/def2-TZVPD.

XYZ file:
```
8
Properties=species:S:1:pos:R:3:forces:R:3
Cl -1.1512 -1.9734 -0.5294 0.590 0.085 0.690
O 1.3071 -0.8867 0.0171 -2.652 -0.084 6.249
N -0.5198 0.0491 1.0439 0.693 1.681 0.956
C -0.0284 -0.6939 0.0124 -0.333 1.764 -3.897
H -0.0244 0.1386 -1.8343 -0.089 -0.609 2.221
H -1.4827 0.4336 1.0642 0.956 -1.149 -0.548
H 0.1270 0.7886 1.4231 -0.661 -1.403 -0.809
H 1.6888 -0.9399 -0.7798 1.496 -0.286 -4.861
```
Forces are in eV/Å.

## Properties
* gap between HOMO and LUMO (alpha / beta): 8.148 / 8.147 eV
* energy: -630.55581 Eh
* highest occupied orbital energy (alpha / beta): -7.89 / -7.89 eV
* 2S+1: 1
* largest force on an atom: 6.8 eV/Å
* net charge: 0

Charges in e, computed with Löwdin, in the same order as the atoms: 0.57 0.00 0.05 -0.93 0.04 0.12 0.14 0.02

---

5.
A cluster of 2 separate species, CH4ClNO in total at a distorted geometry, computed with wB97M-V/def2-TZVPD.

XYZ file:
```
8
Properties=species:S:1:pos:R:3:forces:R:3
Cl 2.8143 -1.1574 -0.8771 0.169 -0.094 -0.276
O 0.7288 -0.0444 1.0244 -1.985 0.641 -1.260
N -1.0842 0.2538 -0.4124 -1.950 -1.860 -3.459
C -0.3760 0.4240 0.6784 2.077 -0.259 2.401
H 1.8704 -0.6461 -0.1399 -0.108 0.006 0.274
H -2.0586 0.5557 -0.4783 0.743 0.415 0.706
H -0.9016 1.0989 1.3592 0.062 0.208 0.237
H -0.9931 -0.4846 -1.1542 0.991 0.943 1.376
```
Forces are in eV/Å.

## Properties
* gap between HOMO and LUMO: 11.153 eV
* energy: -630.69878 Eh
* highest occupied orbital energy: -10.66 eV
* 2S+1: 1
* largest force on an atom: 4.4 eV/Å
* net charge: 0

Charges in e, computed with Löwdin, in the same order as the atoms: 0.24 -0.06 0.13 -0.39 -0.30 0.11 0.13 0.15

---

6.
A structure of composition CH4ClNO at a distorted geometry, computed with wB97M-V/def2-TZVPD.

XYZ file:
```
8
Properties=species:S:1:pos:R:3:forces:R:3
Cl 0.6595 0.4914 1.6951 -0.359 1.139 0.772
O -1.2659 -0.5549 -0.9308 -4.026 1.043 0.184
N 0.1567 2.0070 1.2002 0.619 -0.203 -0.034
C -0.1182 -0.9064 -0.8298 5.896 -1.527 0.047
H 0.4090 -0.4855 0.3455 -0.590 -0.594 -1.723
H 0.6487 -0.3992 -1.5573 -0.634 -0.770 1.029
H -0.6815 1.8599 0.6262 -0.256 -0.361 0.235
H 0.1916 -2.0123 -0.5492 -0.650 1.273 -0.510
```
Forces are in eV/Å.

## Properties
* gap between HOMO and LUMO (alpha / beta): 6.731 / 8.472 eV
* energy: -630.45196 Eh
* highest occupied orbital energy (alpha / beta): -8.66 / -9.47 eV
* 2S+1: 1
* largest force on an atom: 6.1 eV/Å
* net charge: 0

Charges in e, computed with Löwdin, in the same order as the atoms: 0.69 -0.06 -0.35 -0.45 -0.03 0.11 -0.02 0.11

---

7.
An isolated molecule of CH4ClNOP2 at a distorted geometry, computed with wB97M-V/def2-TZVPD.

XYZ file:
```
10
Properties=species:S:1:pos:R:3:forces:R:3
Cl -1.8620 -2.5044 1.3933 0.085 -0.234 0.679
P -2.1148 -1.7213 -0.4257 -0.064 -0.142 -0.947
P -1.3625 0.3107 -0.2830 0.751 0.320 -0.853
O 0.5841 -0.5168 1.1831 1.761 -1.956 3.382
N 0.3684 0.1423 0.2006 -1.510 1.490 -3.572
C 1.3771 0.8694 -0.6168 -0.505 -2.283 -1.517
H 1.3278 1.8604 -0.2298 0.477 1.024 -0.234
H 0.8932 0.7377 -1.6638 1.381 0.854 1.487
H -1.6313 0.4159 1.0376 -0.807 0.352 1.379
H 2.4199 0.4060 -0.5955 -1.567 0.575 0.196
```
Forces are in eV/Å.

## Properties
* gap between HOMO and LUMO (alpha / beta): 6.065 / 8.787 eV
* energy: -1313.26907 Eh
* highest occupied orbital energy (alpha / beta): -7.85 / -8.53 eV
* 2S+1: 1
* largest force on an atom: 4.3 eV/Å
* net charge: 0

Charges in e, computed with Löwdin, in the same order as the atoms: 0.06 0.12 0.56 -0.14 -0.63 -0.09 0.06 0.08 -0.13 0.11

---

8.
A structure of composition CH4ClO2PS2 at a distorted geometry, computed with wB97M-V/def2-TZVPD.

XYZ file:
```
11
Properties=species:S:1:pos:R:3:forces:R:3
Cl -0.1609 -0.4525 -2.2969 -2.256 0.135 1.432
S 0.3223 1.2063 -0.1735 -0.110 0.581 0.179
S -2.3940 -0.5618 0.5853 2.124 1.334 1.141
P -0.6809 0.3015 1.3172 -2.468 -0.191 -0.365
O -0.8226 1.2912 2.6937 3.272 -3.454 -1.879
O 0.3814 -0.7634 1.8703 -0.480 0.503 -0.473
C 1.2790 -0.6457 -2.9180 2.217 0.357 -4.278
H -1.5455 1.8413 2.7713 -2.706 1.707 -0.176
H 1.3865 -0.0538 -3.9657 0.366 -1.566 2.781
H 1.8735 -1.5518 -2.6837 -0.370 0.949 -0.080
H 0.3612 -0.6113 2.8000 0.412 -0.355 1.718
```
Forces are in eV/Å.

## Properties
* gap between HOMO and LUMO (alpha / beta): 5.672 / 7.798 eV
* energy: -1788.84757 Eh
* highest occupied orbital energy (alpha / beta): -8.28 / -8.67 eV
* 2S+1: 1
* largest force on an atom: 5.1 eV/Å
* net charge: 0

Charges in e, computed with Löwdin, in the same order as the atoms: 0.62 0.31 0.11 -0.16 -0.23 -0.26 -0.56 0.01 0.08 0.03 0.04

---

Which of these has the lowest energy?
CH4ClO2PS2